# 1
Computed, not measured: a 12-piece molecular cluster, C44H121ClN11O15 overall in a non-equilibrium geometry, with the ωB97M-V functional and the def2-TZVPD basis.

Last column: Löwdin charge in e.
Geometry (Å):
Cl  -9.04  10.94  -7.20  0.63
O  -10.13  11.86  -7.09  -0.37
O  -9.45  9.65  -6.69  -0.37
O  -3.88  10.10  -12.11  -0.20
O  -11.51  10.46  -2.56  -0.17
O  -7.91  11.43  -6.44  -0.35
O  -10.01  7.94  -2.81  -0.20
O  -13.27  8.31  -10.05  -0.19
O  -6.33  15.32  -6.30  -0.18
O  -8.66  10.86  -8.59  -0.37
O  -11.95  12.15  -12.95  -0.16
O  -4.72  8.23  -8.52  -0.18
O  -15.68  12.97  -5.44  -0.18
O  -10.20  5.38  -7.49  -0.23
O  -9.89  16.58  -8.44  -0.19
O  -8.43  17.36  -5.24  -0.20
N  -6.16  11.03  -10.66  0.07
N  -9.26  14.86  -5.50  0.09
N  -8.11  14.38  -8.29  0.08
N  -13.93  13.53  -10.15  0.04
N  -10.62  11.23  -0.04  0.04
N  -7.03  17.55  -7.83  0.07
N  -8.40  10.08  -2.02  0.05
N  -11.99  7.63  -6.57  0.07
N  -1.72  8.62  -6.38  0.03
N  -12.82  14.33  -7.40  0.06
N  -11.83  2.30  -8.61  0.02
C  -13.72  9.27  -7.08  -0.06
C  -16.63  11.94  -5.53  -0.12
C  -10.58  6.71  -3.12  -0.13
C  -5.61  17.11  -7.79  -0.41
C  -12.74  12.99  -10.81  -0.41
C  -8.96  5.76  -6.93  -0.10
C  -8.76  8.13  -3.50  -0.18
C  -4.66  18.34  -7.80  -0.07
C  -14.59  15.67  -6.40  -0.06
C  -12.25  11.79  -10.02  -0.05
C  -11.68  10.56  -3.96  -0.10
C  -8.60  14.86  -9.58  -0.40
C  -12.01  11.51  -0.42  -0.43
C  -3.95  8.29  -7.33  -0.22
C  -1.79  7.63  -8.62  -0.06
C  -12.85  4.08  -7.33  -0.07
C  -8.33  9.58  -3.41  -0.41
C  -6.08  8.44  -8.21  -0.11
C  -10.35  3.96  -7.57  -0.19
C  -5.90  14.22  -5.56  -0.13
C  -10.28  15.83  -5.02  -0.41
C  -9.54  17.03  -4.42  -0.19
C  -5.33  16.26  -6.54  -0.24
C  -5.16  10.15  -12.76  -0.19
C  -2.48  8.58  -7.62  -0.43
C  -13.00  8.02  -7.57  -0.43
C  -6.92  9.82  -3.95  -0.08
C  -11.68  3.73  -8.24  -0.42
C  -12.31  11.87  -14.28  -0.13
C  -3.23  8.85  -12.10  -0.12
C  -8.65  13.77  -10.67  -0.07
C  -13.09  12.62  -12.26  -0.23
C  -14.36  7.41  -9.98  -0.13
C  -14.91  13.14  -6.62  -0.19
C  -11.10  17.29  -8.41  -0.14
C  -11.23  15.20  -4.00  -0.07
C  -12.35  8.20  -8.96  -0.16
C  -7.64  10.22  -12.38  -0.06
C  -12.52  12.79  0.28  -0.08
C  -13.93  14.30  -6.43  -0.43
C  -12.16  11.54  -1.92  -0.22
C  -6.26  10.03  -11.73  -0.44
C  -9.97  15.57  -9.43  -0.20
C  -7.64  18.39  -4.70  -0.12
H  -10.98  18.11  -7.70  0.08
H  -6.88  9.50  -5.00  0.06
H  -16.18  10.99  -5.23  0.08
H  -10.77  6.62  -4.20  0.06
H  -7.10  17.90  -8.80  0.07
H  -10.86  16.19  -5.86  0.11
H  -5.38  14.43  -4.62  0.08
H  -15.18  7.76  -9.35  0.08
H  -2.25  7.69  -9.61  0.04
H  -4.04  7.37  -6.73  0.13
H  -14.03  6.40  -9.72  0.08
H  -13.72  7.20  -7.51  0.11
H  -13.45  13.52  -12.76  0.12
H  -14.65  9.27  -7.66  0.07
H  -6.25  9.47  -7.87  0.08
H  -11.89  16.00  -3.64  0.08
H  -10.59  11.33  0.98  0.06
H  -8.15  11.07  -2.11  0.07
H  -6.81  18.61  -5.36  0.05
H  -13.90  16.46  -6.11  0.07
H  -7.24  18.12  -3.72  0.09
H  -13.22  11.26  -14.35  0.08
H  -10.74  14.84  -9.20  0.10
H  -2.02  6.61  -8.27  0.08
H  -11.79  4.40  -9.10  0.14
H  -4.90  18.83  -6.85  0.06
H  -6.75  8.36  -9.06  0.08
H  -4.80  19.00  -8.65  0.07
H  -12.88  3.31  -6.55  0.08
H  -8.42  10.02  -11.64  0.07
H  -9.50  3.56  -8.12  0.13
H  -7.84  15.54  -9.96  0.12
H  -11.22  11.50  -10.25  0.08
H  -6.35  9.05  -11.24  0.12
H  -6.58  10.86  -3.90  0.07
H  -10.34  3.57  -6.54  0.13
H  -11.35  17.76  -9.38  0.08
H  -14.05  9.17  -6.05  0.07
H  -11.72  12.48  -2.31  0.12
H  -11.71  1.73  -7.77  0.07
H  -7.06  18.48  -7.42  0.05
H  -8.87  14.54  -4.60  0.07
H  -6.04  9.30  -3.53  0.07
H  -11.36  8.40  -6.39  0.04
H  -11.46  6.88  -7.02  0.03
H  -0.80  9.02  -6.47  0.07
H  -5.37  16.53  -8.68  0.13
H  -13.23  11.55  -2.15  0.13
H  -8.91  6.86  -6.94  0.07
H  -5.33  9.36  -13.49  0.12
H  -4.32  9.11  -6.72  0.12
H  -14.40  12.22  -6.92  0.11
H  -4.36  15.80  -6.79  0.12
H  -7.66  13.36  -10.88  0.06
H  -13.26  14.20  -8.33  0.03
H  -5.13  11.10  -13.28  0.13
H  -7.47  9.84  -1.64  0.06
H  -8.93  5.50  -5.87  0.09
H  -12.81  2.14  -8.80  0.06
H  -8.07  5.45  -7.48  0.09
H  -13.24  10.23  -7.26  0.07
H  -11.65  7.39  -9.16  0.12
H  -7.81  9.40  -13.09  0.07
H  -2.52  9.57  -8.08  0.14
H  -12.71  10.46  -4.33  0.08
H  -11.23  9.71  -4.46  0.07
H  -13.38  14.23  -5.49  0.11
H  -9.01  14.29  -11.57  0.07
H  -12.28  12.75  1.34  0.07
H  -3.62  18.02  -7.85  0.07
H  -8.05  7.46  -3.00  0.13
H  -11.56  11.25  -14.79  0.09
H  -8.27  19.29  -4.60  0.09
H  -14.79  7.39  -10.99  0.08
H  -7.80  11.20  -12.81  0.08
H  -11.24  11.51  -4.27  0.09
H  -12.67  10.75  0.02  0.13
H  -11.80  9.14  -8.93  0.12
H  -7.20  13.94  -8.45  0.08
H  -11.90  13.69  -10.87  0.13
H  -10.06  12.05  -0.30  0.07
H  -6.42  7.75  -7.43  0.08
H  -15.08  15.84  -7.36  0.08
H  -9.37  12.97  -10.51  0.06
H  -14.22  14.39  -10.62  0.08
H  -12.86  10.90  -10.19  0.07
H  -16.96  11.78  -6.56  0.08
H  -3.83  8.11  -11.56  0.08
H  -9.79  14.03  -5.78  0.05
H  -13.84  4.01  -7.78  0.07
H  -12.48  12.78  -14.86  0.09
H  -9.03  7.88  -4.53  0.11
H  -9.02  10.14  -4.03  0.11
H  -9.15  16.82  -3.41  0.12
H  -12.80  5.06  -6.84  0.06
H  -5.28  10.80  -10.19  0.07
H  -11.50  6.61  -2.55  0.09
H  -10.26  16.08  -10.36  0.12
H  -15.40  15.66  -5.66  0.07
H  -13.61  12.84  0.20  0.07
H  -2.26  9.04  -11.64  0.08
H  -9.93  5.85  -2.88  0.08
H  -12.21  11.94  -8.94  0.05
H  -3.00  8.47  -13.10  0.08
H  -14.67  12.88  -10.41  0.08
H  -0.71  7.71  -8.71  0.07
H  -12.35  13.43  -7.30  0.05
H  -10.62  14.87  -3.15  0.07
H  -6.75  13.58  -5.34  0.06
H  -6.84  10.81  -9.94  0.03
H  -17.49  12.14  -4.89  0.08
H  -10.21  17.90  -4.46  0.12
H  -12.08  13.67  -0.18  0.07
H  -5.28  13.55  -6.17  0.09
H  -15.62  13.37  -7.42  0.12
H  -5.12  16.93  -5.70  0.11
H  -11.72  14.31  -4.38  0.05
H  -8.61  13.51  -8.10  0.03
H  -13.94  11.92  -12.25  0.12
H  -11.90  16.62  -8.11  0.06
H  -1.67  7.75  -5.88  0.07

The value obtained for the gap between HOMO and LUMO is 7.48 eV. The calculation puts the relative energy (zero: lowest compared OMol25 entry of this formula, charge and spin) at 0.00 kcal per mole. The LUMO energy is 2.2 eV. As for the max |F|: 0.047 hartree/bohr. Its net charge is -1. The spin multiplicity is 1. Its total energy is -107203.3450 eV. The molar mass is 1079.97 g/mol.

***

# 2
Computed, not measured: a 12-piece molecular cluster, C44H122N14O13 overall in a non-equilibrium geometry, with the ωB97M-V functional and the def2-TZVPD basis.

Last column: Löwdin charge in e.
Geometry (Å):
O  3.97  1.05  -8.59  -0.20
O  -0.09  -0.88  3.71  -0.22
O  3.99  -6.78  3.67  -0.22
O  8.47  5.50  -3.20  -0.17
O  3.99  -9.02  -3.44  -0.22
O  8.23  -1.80  -0.29  0.01
O  -4.30  -5.88  -0.36  -0.20
O  -5.25  2.82  -3.66  -0.19
O  2.57  6.69  -4.77  0.03
O  -5.52  0.70  10.20  -0.20
O  -11.76  -1.49  0.34  -0.19
O  2.21  3.09  2.12  -0.18
O  -1.67  5.57  6.14  -0.17
N  0.11  1.38  1.20  -0.07
N  7.04  -0.55  -1.67  0.16
N  -9.64  1.33  -0.84  0.02
N  -5.89  -7.43  2.63  0.03
N  6.02  -4.71  3.81  0.02
N  3.04  8.86  -4.80  0.16
N  8.91  0.25  -0.87  0.15
N  1.58  1.52  -7.26  0.04
N  -2.70  4.98  -2.04  0.03
N  -5.49  -2.02  9.22  0.00
N  7.31  3.42  -5.01  0.03
N  4.22  -5.63  -1.60  0.03
N  -3.16  7.05  3.13  0.02
N  1.48  8.17  -3.58  0.18
C  8.05  -0.76  -0.90  -0.79
C  -4.21  5.79  -3.63  -0.06
C  4.49  1.02  -9.92  -0.10
C  8.71  3.89  -5.09  -0.41
C  5.10  -6.96  4.57  -0.16
C  2.36  7.83  -4.39  -0.84
C  -5.56  -6.36  1.70  -0.44
C  2.24  0.27  -7.04  -0.46
C  -1.77  5.94  4.77  -0.20
C  -4.70  0.20  9.10  -0.17
C  0.10  -1.02  2.27  -0.19
C  8.85  5.34  -4.52  -0.24
C  -0.42  5.43  6.67  -0.15
C  6.23  -6.17  3.83  -0.41
C  4.08  -8.11  -2.31  -0.16
C  -8.84  -0.86  -0.20  -0.05
C  -6.80  -0.74  7.95  -0.09
C  -5.19  1.63  -4.47  -0.09
C  2.80  -9.06  -4.27  -0.07
C  -4.12  5.09  4.30  -0.05
C  -5.12  1.88  10.82  -0.13
C  2.71  -6.86  4.30  -0.11
C  -11.25  -0.19  0.17  -0.21
C  8.48  6.85  -2.71  -0.09
C  -10.04  -0.05  -0.77  -0.43
C  -0.60  0.08  1.43  -0.17
C  -5.28  -0.96  8.27  -0.38
C  7.70  -6.24  4.38  -0.07
C  0.87  -0.13  4.43  -0.10
C  5.67  -6.47  -3.51  -0.06
C  -4.60  -6.88  0.62  -0.22
C  1.30  -0.88  -6.63  -0.05
C  1.42  1.30  0.60  -0.20
C  2.22  2.67  0.82  -0.24
C  -3.95  4.64  -2.63  -0.46
C  -3.15  -6.21  -1.27  -0.06
C  3.04  0.01  -8.32  -0.21
C  4.28  -6.54  -2.74  -0.38
C  2.63  4.43  2.22  -0.11
C  -12.45  -2.04  -0.74  -0.12
C  9.13  3.87  -6.55  -0.08
C  -4.94  -5.23  2.50  -0.07
C  -3.99  3.30  -3.28  -0.24
C  -3.20  6.31  4.39  -0.45
H  -1.09  6.75  4.51  0.12
H  7.93  -7.22  4.80  0.06
H  2.06  0.56  1.09  0.09
H  -4.22  4.80  5.35  0.08
H  5.30  -8.03  4.61  0.12
H  3.46  -1.00  -8.34  0.12
H  -5.24  5.98  -3.95  0.07
H  -8.90  -1.91  -0.48  0.07
H  -4.13  1.83  11.27  0.08
H  0.28  1.85  2.08  0.08
H  -8.73  -0.85  0.89  0.08
H  -5.61  -4.89  3.29  0.07
H  -8.87  1.36  -1.50  0.06
H  3.83  1.14  -10.78  0.09
H  6.69  -4.34  3.15  0.07
H  -6.30  -8.17  2.07  0.06
H  1.74  -1.84  -6.93  0.07
H  -3.73  2.54  -2.55  0.12
H  3.51  -6.17  -3.41  0.11
H  -10.28  1.98  -1.29  0.07
H  1.53  2.03  -6.40  0.08
H  -3.79  4.17  3.81  0.08
H  7.83  7.58  -3.20  0.08
H  4.86  -6.61  5.58  0.12
H  -4.70  -4.32  1.94  0.08
H  -3.58  7.02  5.13  0.13
H  5.64  -5.63  -4.21  0.07
H  -0.89  -0.34  0.46  0.11
H  3.09  -9.73  -5.09  0.09
H  -1.48  5.20  4.02  0.12
H  -11.85  -2.05  -1.65  0.08
H  1.49  9.13  -3.29  0.11
H  4.91  -8.36  -1.64  0.12
H  5.18  -5.60  -1.28  0.06
H  -2.89  -5.40  -1.95  0.08
H  -6.83  0.11  7.26  0.07
H  1.28  0.90  -0.40  0.12
H  3.98  -6.23  -0.82  0.05
H  -4.71  1.75  -5.44  0.09
H  0.78  -0.34  5.50  0.09
H  3.24  -8.21  -1.62  0.10
H  1.65  3.36  0.20  0.11
H  -6.31  -2.51  8.89  0.05
H  1.02  -0.81  -5.58  0.07
H  1.95  -6.97  3.52  0.08
H  9.13  2.84  -6.91  0.08
H  -7.24  -1.59  7.43  0.07
H  6.29  -1.22  -1.58  0.12
H  5.10  -4.56  3.42  0.06
H  -3.77  -0.17  9.55  0.12
H  -12.69  -3.08  -0.53  0.09
H  5.94  -7.34  -4.11  0.07
H  3.21  2.68  0.35  0.12
H  8.34  6.00  -5.23  0.13
H  -11.14  0.25  1.16  0.13
H  -2.32  4.14  -1.62  0.07
H  2.86  9.77  -4.40  0.11
H  7.06  0.10  -2.45  0.11
H  -2.76  7.94  3.37  0.06
H  -3.95  6.77  -3.25  0.06
H  2.55  4.70  3.28  0.09
H  5.12  0.15  -10.07  0.08
H  6.81  4.16  -4.55  0.06
H  10.11  4.30  -6.73  0.08
H  -7.48  -0.49  8.76  0.08
H  -3.72  -7.35  1.05  0.12
H  -0.31  -2.00  2.02  0.11
H  -3.63  5.79  -4.55  0.08
H  3.59  4.75  1.83  0.09
H  2.30  2.02  -7.77  0.06
H  -5.75  2.04  11.70  0.09
H  1.86  5.07  1.79  0.09
H  0.34  -0.74  -7.13  0.07
H  6.88  3.44  -5.93  0.06
H  8.26  6.88  -1.65  0.09
H  -6.50  -6.06  1.23  0.14
H  -3.36  -7.10  -1.85  0.07
H  8.45  -5.96  3.64  0.07
H  -4.81  -1.35  7.37  0.14
H  -6.23  1.39  -4.71  0.08
H  -5.04  5.41  3.82  0.07
H  2.34  0.14  -9.14  0.12
H  2.55  -8.09  -4.69  0.07
H  8.74  1.12  -1.35  0.10
H  6.32  -6.55  2.81  0.12
H  7.74  -5.57  5.23  0.07
H  -5.10  2.78  10.20  0.09
H  -10.26  -0.36  -1.79  0.12
H  -12.08  0.35  -0.28  0.11
H  5.24  1.81  -9.94  0.08
H  -5.14  -7.71  0.17  0.11
H  1.83  -0.38  3.98  0.09
H  0.56  0.90  4.26  0.08
H  -13.40  -1.54  -0.96  0.09
H  -1.53  0.22  1.99  0.11
H  2.94  0.40  -6.22  0.13
H  -4.43  0.98  8.39  0.12
H  1.97  -9.42  -3.66  0.08
H  2.49  -5.92  4.81  0.09
H  -4.75  0.83  -3.88  0.08
H  9.73  0.07  -0.30  0.11
H  9.48  7.28  -2.82  0.08
H  -4.11  7.39  3.05  0.06
H  -2.32  -6.57  -0.65  0.07
H  -3.01  5.53  -1.25  0.08
H  0.28  4.83  6.10  0.09
H  6.56  -6.39  -2.90  0.07
H  -3.26  3.27  -4.08  0.13
H  3.81  8.74  -5.45  0.12
H  -4.04  -5.53  3.03  0.08
H  2.61  -7.73  4.95  0.08
H  -5.13  -7.90  3.12  0.07
H  -0.58  4.95  7.63  0.09
H  0.81  7.57  -3.11  0.14
H  9.29  3.26  -4.42  0.13
H  0.06  6.39  6.86  0.09
H  9.91  5.55  -4.67  0.12
H  -7.91  -0.51  -0.66  0.07
H  1.16  -1.14  2.02  0.10
H  8.49  4.33  -7.31  0.08
H  -5.80  -1.41  9.97  0.05
H  -4.64  4.65  -1.79  0.14

The value obtained for the gap between HOMO and LUMO is 8.75 eV. The calculation puts the relative energy (zero: lowest compared OMol25 entry of this formula, charge and spin) at 87.82 kcal per mole. The LUMO energy is 0.3 eV. As for the max |F|: 0.158 hartree/bohr. The spin multiplicity is 1. Its total energy is -95073.6919 eV. The molar mass is 1055.55 g/mol.